99
Properties=species:S:1:pos:R:3:forces:R:3 method="wB97M-V/def2-TZVPD" smiles="COC[C@H](C)N.COC[C@H](C)N.COC[C@H](C)N.NC(N)=O.NC(N)=O.NC(N)=O.NC(N)=O.NC(N)=O.NC(N)=O" homo_energy_ev=-8.5 relative_energy_kj_mol=543.20
C -3.53163 3.65737 4.03683 1.29 -0.79 0.31
O -2.91530 2.34453 4.00459 -2.03 0.20 0.47
C -1.61564 2.14836 3.55892 1.22 1.07 1.21
C -1.44202 2.57243 2.13916 -0.13 -0.37 -0.19
C -2.17293 1.66131 1.22634 -1.25 -0.07 -0.97
N -0.09699 2.61448 1.63130 1.32 0.18 -0.01
H -2.77554 4.44071 3.98375 0.10 0.12 -0.46
H -3.96557 3.81223 5.02466 -0.33 -0.38 -0.06
H -4.28225 3.74115 3.25091 0.10 0.11 0.02
H -0.93417 2.75096 4.15940 0.28 0.24 0.25
H -1.35742 1.12273 3.82254 -0.11 -0.26 -0.55
H -1.81742 3.59399 2.07929 -0.65 0.05 0.09
H -2.29644 2.16918 0.26983 -0.50 0.02 -0.17
H -3.13038 1.41254 1.68408 -0.18 -0.11 -0.44
H -1.64907 0.74792 0.94457 0.20 -0.11 0.62
H 0.51776 3.14369 2.23305 0.12 0.19 0.56
H -0.20358 3.18646 0.80573 0.46 -0.19 -0.58
C -0.41431 -4.24814 -1.13495 -0.69 0.11 -0.21
O -1.73741 -3.97457 -1.57475 1.42 0.56 -1.30
C -2.82945 -4.30157 -0.80250 -0.11 -1.28 -0.30
C -2.92855 -3.54281 0.49048 -0.80 -2.17 -0.31
C -4.27309 -3.84506 1.15983 0.46 -0.43 0.90
N -2.82682 -2.16966 0.22398 -0.06 1.36 0.57
H -0.07881 -3.48844 -0.42897 0.24 -0.09 0.20
H 0.17588 -4.18741 -2.04933 0.24 -0.07 0.23
H -0.32884 -5.25210 -0.71919 0.03 -0.10 0.16
H -3.63995 -4.09865 -1.50251 -0.61 0.19 0.37
H -2.82550 -5.38108 -0.65170 -0.13 -0.42 0.34
H -2.11765 -3.88656 1.13266 0.08 0.13 0.22
H -3.99808 -3.71079 2.20599 -1.03 0.51 0.25
H -4.67297 -4.85802 1.11395 0.59 -0.39 -0.37
H -5.11401 -3.25161 0.80099 0.33 0.57 0.21
H -1.91259 -1.99995 -0.17032 -0.05 0.39 -0.36
H -3.54714 -2.05665 -0.47492 0.16 1.02 -0.43
C -5.29840 -0.54451 -3.05995 2.16 -1.05 -0.64
O -3.99387 0.08406 -2.99526 -0.07 0.09 1.24
C -2.82052 -0.75458 -3.10410 -0.46 0.35 0.22
C -1.65554 -0.16632 -2.26085 -0.01 -1.21 -0.26
C -1.16602 1.16672 -2.76484 0.21 -0.24 0.79
N -0.53132 -1.11653 -2.25910 0.64 -0.62 -0.52
H -5.35019 -1.45894 -2.46898 0.30 -0.18 0.38
H -5.27450 -0.88895 -4.09382 -1.40 0.11 -0.24
H -6.13041 0.05916 -2.69739 0.46 0.56 -0.58
H -2.99190 -1.80768 -2.88113 -0.42 -0.09 0.84
H -2.53952 -0.84878 -4.15304 0.33 0.58 -0.33
H -1.91777 0.00145 -1.21625 -0.85 -0.09 -0.02
H -0.96875 1.19211 -3.83655 -0.33 0.22 0.04
H -0.21125 1.29824 -2.25570 -0.05 0.48 -0.01
H -1.85797 1.89851 -2.34799 0.07 0.47 -0.73
H -0.73426 -2.10465 -2.30941 -1.00 0.04 -0.49
H 0.03032 -1.13006 -1.41976 0.12 0.82 0.20
N 1.01434 -4.52172 3.42877 -1.85 -3.07 3.22
C 0.95800 -3.54767 2.58971 3.60 0.97 -1.18
N 2.19564 -3.54811 1.98001 -0.59 1.11 -1.26
O 0.11789 -2.71165 2.43673 -2.28 0.77 -0.54
H 0.18062 -4.72265 3.96228 0.57 -0.34 0.32
H 1.92312 -4.95126 3.52723 -1.07 -0.63 0.57
H 2.91500 -3.97858 2.54331 0.46 0.82 -0.92
H 2.27857 -2.72791 1.39650 1.15 -0.14 -0.27
N 2.86079 4.13676 0.24940 -1.63 -2.37 -4.18
C 3.69002 4.75122 1.05318 -0.75 -0.22 1.41
N 2.93834 5.38928 1.91149 -1.41 3.21 3.44
O 4.85937 4.61685 1.12434 3.80 -0.22 -0.16
H 3.31244 3.75651 -0.57007 -0.35 -0.02 -0.24
H 2.01675 4.66445 0.07839 0.06 -0.43 -0.57
H 3.35619 5.80742 2.73043 -0.16 -0.07 -0.29
H 1.93520 5.27325 1.89219 0.41 0.13 0.41
N 3.63438 3.72681 4.53336 2.58 4.28 2.81
C 2.60813 3.22964 3.93940 -1.43 -2.77 -0.27
N 3.02311 2.09847 3.40907 0.75 -2.38 -1.83
O 1.48053 3.62181 4.00743 -2.57 1.59 -0.21
H 3.36687 4.57676 5.00888 1.00 -0.08 0.48
H 4.45421 3.17130 4.73179 -0.26 0.75 0.37
H 2.46259 1.41323 2.92291 0.24 0.21 -0.09
H 4.02583 2.20579 3.35307 -0.26 -1.67 -1.19
N 1.02498 -0.30613 1.40383 -1.17 -1.56 3.92
C 1.60448 -0.36766 0.24786 -0.55 0.71 -0.92
N 1.80019 0.89155 -0.11804 1.84 2.25 -2.77
O 1.75031 -1.41249 -0.37338 1.10 -0.76 -0.78
H 0.50720 0.52545 1.64974 -0.07 0.06 0.24
H 0.81197 -1.21612 1.78676 -0.88 0.17 0.43
H 2.34181 1.14514 -0.93194 -0.06 -0.26 0.09
H 1.68954 1.62462 0.56785 -0.06 -0.12 -0.20
N 2.29715 -2.81966 -3.24822 -7.24 -1.84 3.37
C 3.45472 -2.65551 -3.66896 3.72 2.83 1.23
N 3.58045 -2.87061 -4.93164 1.98 -1.12 -4.86
O 4.27842 -2.08897 -2.96150 1.77 0.49 0.12
H 2.08767 -2.36542 -2.37078 -0.36 -0.33 0.28
H 1.60555 -3.36049 -3.74749 -0.07 0.48 0.29
H 4.45271 -2.56192 -5.33657 -0.25 -0.56 -0.26
H 2.88882 -3.39985 -5.44316 0.47 0.34 -0.16
N 2.27279 0.90770 -3.39022 -0.83 -3.02 1.61
C 2.47348 2.12767 -3.77695 -2.58 2.56 0.57
N 3.55838 2.21000 -4.50070 2.68 1.44 -2.04
O 1.68167 3.05048 -3.50504 1.02 -0.20 -0.21
H 2.97301 0.21980 -3.62808 -0.59 -0.49 0.67
H 1.53514 0.78402 -2.71149 0.14 -0.77 -0.40
H 4.12083 1.38073 -4.62748 0.11 0.62 -0.28
H 3.75058 3.08142 -4.97375 0.21 -0.39 0.07